# 1
C59H65Br2InNO3P2 | the ωB97M-V functional and the def2-TZVPD basis

Each line ends with the Löwdin charge.
Cartesian coordinates (Å):
C: -4.459 0.184 -0.266  -0.0894
H: 7.739 0.328 3.025  0.0994
C: -5.201 -0.555 -1.179  -0.0958
H: 1.742 -1.042 7.516  0.0980
C: -0.727 -3.350 7.265  -0.1040
H: 2.331 -4.017 -3.100  0.1017
C: 3.205 4.024 -2.507  -0.2838
Br: 1.911 -0.571 0.870  0.7073
H: -6.707 -8.024 0.338  0.0970
H: 3.430 -2.853 -1.215  0.0843
C: 3.503 4.946 -3.727  -0.1977
C: 1.048 -1.914 5.680  -0.0809
C: 4.526 7.187 -4.480  -0.1026
H: -1.925 -1.994 1.778  0.1059
H: -1.256 1.431 -0.703  -0.0760
H: 2.436 2.017 -3.075  0.0362
H: 0.613 9.019 -2.730  0.0988
H: 9.223 -1.470 3.853  0.0982
C: 2.804 2.165 0.747  -0.7102
H: -0.092 7.131 -1.293  0.0417
H: 4.572 7.582 -6.679  0.0865
H: -6.165 -1.873 -4.496  0.0984
C: -1.437 -2.957 1.682  -0.0876
H: -1.890 7.450 0.374  0.0884
H: 6.888 1.484 7.061  0.0992
C: -9.529 -2.466 -6.297  -0.1033
H: 3.438 -5.953 -4.173  0.0970
C: 7.877 0.186 4.091  -0.0930
C: -6.307 0.014 -1.799  -0.1026
H: 1.239 3.389 -3.415  0.0324
C: 5.774 -5.224 -1.828  -0.1032
H: 3.407 5.382 -7.242  0.0877
H: 1.741 -1.355 5.062  0.1012
C: -9.327 -2.973 -5.019  -0.0996
H: -4.918 -1.577 -1.408  0.0978
C: 2.021 2.995 -2.719  -0.2866
H: 5.648 -6.718 -3.366  0.0955
C: -1.586 8.276 -0.260  -0.0979
C: -5.929 2.062 -0.592  -0.0968
C: -0.422 -3.131 0.750  -0.1183
C: 0.199 -4.368 0.620  -0.0810
H: -5.646 -10.025 -0.655  0.0961
In: 1.111 2.638 -0.671  0.4450
H: -3.598 -0.261 0.219  0.0941
C: -7.307 -1.543 -6.284  -0.0922
H: 4.153 1.583 3.117  0.0462
C: 5.150 -4.140 -1.222  -0.0917
P: -0.020 4.755 2.424  0.2410
C: 4.257 0.814 2.312  -0.1981
H: -6.885 -0.562 -2.513  0.0755
H: 5.181 1.038 1.709  0.0616
H: -6.213 3.083 -0.362  0.0993
C: 7.221 1.017 4.992  -0.0913
H: 0.989 -4.504 -0.110  0.0948
C: -3.669 -9.185 -0.617  -0.1028
H: 3.091 4.657 -1.587  0.0552
O: 1.185 3.835 3.110  -0.2474
H: 5.627 -3.635 -0.391  0.1019
C: -4.820 1.495 0.024  -0.0853
C: 3.213 4.642 -5.119  -0.0404
H: -3.204 -10.062 -1.053  0.0970
C: 4.265 6.867 -5.880  -0.1137
C: 3.920 -5.442 -3.347  -0.1035
H: -2.885 -6.100 0.544  0.0815
H: 6.574 1.808 4.629  0.0998
H: -1.412 -4.231 5.430  0.0870
C: -1.203 -5.253 2.366  -0.1275
C: 7.396 0.834 6.358  -0.0972
C: 0.161 -2.808 5.094  -0.0771
H: -10.113 -3.534 -4.528  0.0983
C: -0.178 9.158 -2.002  -0.0962
C: 3.914 -3.703 -1.683  -0.0905
C: -0.574 8.098 -1.195  -0.1062
C: -0.193 -5.430 1.427  -0.1026
C: -3.489 -6.959 0.281  -0.0849
H: -4.237 2.074 0.731  0.1072
C: 3.048 0.947 1.300  -0.8282
H: 8.350 -0.331 7.889  0.0969
P: -0.076 4.690 0.263  0.5554
H: -6.517 -0.989 -6.779  0.1019
C: -0.797 10.396 -1.877  -0.1102
H: -1.419 -3.911 7.883  0.0954
H: -1.454 4.519 -0.070  -0.1393
H: -1.505 -6.080 2.999  0.1042
H: 0.290 -6.395 1.325  0.1005
H: -0.486 11.224 -2.504  0.0938
C: 8.220 -0.184 6.823  -0.1042
H: 9.523 -1.804 6.285  0.0966
C: -6.673 1.321 -1.502  -0.1015
H: 2.707 3.694 -5.396  0.0981
C: -5.637 -8.041 0.167  -0.1027
H: -2.616 -3.881 3.221  0.1023
C: 0.157 -2.452 7.851  -0.1073
H: 0.160 -2.944 4.019  0.0884
H: 4.138 3.407 -2.340  0.1157
C: 5.160 -5.874 -2.892  -0.1071
C: -2.209 9.513 -0.138  -0.1019
H: 0.152 -2.309 8.925  0.0951
N: -0.318 1.078 -0.916  -0.2247
H: -3.001 9.651 0.589  0.0970
H: -0.114 -2.301 0.124  0.0521
C: 8.878 -1.012 5.923  -0.1047
Br: 4.001 3.688 1.227  0.5747
H: 1.325 4.200 4.007  0.0713
C: -8.117 -2.758 -4.371  -0.0990
H: -7.539 1.764 -1.982  0.0970
C: 3.298 -4.356 -2.744  -0.0968
O: 0.186 6.323 3.004  -0.2369
C: 4.155 6.237 -3.437  -0.0474
H: -8.676 -1.359 -7.928  0.0981
H: 0.770 6.777 2.359  0.0527
C: -5.041 -9.165 -0.393  -0.1062
C: -2.894 -8.080 -0.284  -0.0902
C: 8.708 -0.826 4.556  -0.0994
H: -0.355 0.855 -1.921  -0.0575
C: -4.860 -6.941 0.508  -0.0900
H: -1.825 -8.094 -0.464  0.0994
C: -0.724 -3.529 5.887  -0.0944
C: 1.048 -1.738 7.058  -0.0987
C: -1.826 -4.018 2.491  -0.1247
H: -2.304 11.536 -0.854  0.0932
H: -10.476 -2.628 -6.801  0.0972
C: 3.593 5.604 -6.160  -0.0995
O: -1.342 4.232 2.916  -0.4142
C: -8.519 -1.752 -6.930  -0.1008
H: -5.324 -6.067 0.951  0.1014
H: 4.295 -0.194 2.797  0.0618
C: -1.816 10.572 -0.948  -0.1125
H: 5.039 8.128 -4.174  0.0873
H: -7.960 -3.150 -3.373  0.1020
C: -7.108 -2.042 -5.003  -0.1027
H: 4.390 6.524 -2.387  0.1012
H: 6.739 -5.563 -1.470  0.0966

Properties
E_HOMO = -5.193 eV
charge = -1

# 2
C59H91Br24NO3 | the ωB97M-V functional and the def2-TZVPD basis

Each line ends with the Löwdin charge.
Cartesian coordinates (Å):
H: 8.569 -2.394 -9.211  0.0572
C: -0.063 5.305 4.485  -0.6773
Br: 0.553 5.976 1.767  0.7164
H: 9.623 -5.607 3.465  0.0383
C: 7.973 -1.334 -2.854  -0.6776
O: -9.408 -0.496 3.461  -0.0699
O: -1.167 -1.023 2.128  0.0994
H: 6.655 3.804 -0.707  0.0469
H: 5.854 -1.472 -3.303  0.0386
Br: -2.814 -1.717 9.363  0.6692
H: -5.352 -4.812 7.398  0.0512
Br: 0.255 3.387 4.368  0.6497
H: -2.345 1.514 -4.262  0.0458
C: -3.869 0.663 3.813  -0.0662
C: 1.660 2.392 -0.476  -0.1896
C: -8.698 0.054 -3.320  -0.6978
C: 9.798 -5.652 4.535  -0.6932
H: 7.363 4.900 -1.910  0.0598
H: -1.334 4.012 -0.763  0.1024
H: -8.953 1.754 2.181  0.1075
H: 0.898 4.240 -1.193  0.1006
Br: -3.045 -5.597 6.904  0.6119
C: -0.795 3.081 -0.564  -0.2032
Br: 9.644 -0.429 -8.176  0.5924
H: 8.773 -2.684 2.452  0.0370
H: 5.989 3.647 -3.702  -0.0429
C: 7.770 -4.175 1.243  -0.1971
Br: 3.825 4.383 -5.133  0.6443
C: -1.780 1.025 -5.051  -0.6862
H: 10.960 -4.612 6.043  0.0488
Br: -9.298 -1.489 -2.307  0.6048
H: 4.491 1.593 0.317  0.0269
C: 7.870 -3.020 1.968  -0.1722
H: 3.127 3.159 2.539  0.0997
H: -0.242 1.513 -6.500  0.0498
C: -2.891 -0.028 0.178  -0.1335
C: -1.003 1.999 -5.898  -0.6795
H: 5.237 7.589 -6.670  0.0583
H: 1.465 3.794 1.082  -0.0163
H: 0.091 -2.115 3.812  0.1206
H: 8.012 -0.356 -2.378  0.0426
C: 6.000 0.031 1.706  -0.1820
H: -1.521 5.187 2.889  0.0508
H: 6.804 -0.551 -4.479  0.0506
Br: 7.002 6.120 -5.757  0.6128
H: -1.158 1.556 -1.981  0.0461
C: -8.057 -0.612 3.002  -0.2408
H: -11.737 -4.335 -10.387  0.0577
C: -3.425 0.513 5.235  -0.3315
H: 4.748 -2.909 1.126  0.1205
C: 6.397 -1.111 2.644  -0.1330
H: -11.124 -6.501 -9.479  0.0583
H: 0.549 2.926 -2.291  0.0118
H: -8.290 1.838 0.576  0.0722
C: -0.095 -2.081 5.930  -0.0234
C: -7.944 -0.004 1.611  -0.2111
C: 9.543 -2.289 -8.738  -0.6963
H: 7.331 2.738 -2.979  0.0610
H: 2.376 1.646 2.037  0.1044
Br: -6.496 0.827 -1.641  0.7858
C: -1.143 1.805 7.634  -0.1887
C: -5.059 1.339 3.603  0.0269
H: -3.658 0.033 7.872  0.0579
C: 6.524 4.243 -1.691  -0.6566
C: 3.004 2.471 1.694  -0.2187
C: -1.563 0.729 -0.037  -0.1822
H: -2.659 2.195 -1.266  0.1050
Br: 8.138 -5.127 5.397  0.6119
C: -1.906 -0.603 2.996  -0.2517
H: 2.398 1.984 -1.170  0.0655
H: -7.065 -0.375 1.085  0.0807
C: 4.413 1.997 1.328  -0.2187
H: -6.870 0.868 -4.081  0.0599
C: 9.661 -3.230 -7.571  -0.7184
H: -5.598 1.688 4.475  0.1266
H: 8.558 -4.886 1.054  0.0910
Br: -0.095 3.336 -4.815  0.6674
H: -5.358 -3.215 -7.663  0.0596
H: 0.761 -2.725 6.076  0.1138
H: -5.140 1.263 0.225  -0.0082
H: -7.209 -1.444 -7.250  0.0546
H: -7.184 2.693 3.169  0.1111
H: 3.220 6.720 -5.632  0.0613
H: 5.407 1.459 3.174  0.1172
H: 2.983 4.006 0.164  0.0663
C: -4.820 1.093 1.252  -0.0034
C: -2.293 -0.405 5.514  -0.1520
H: 4.468 6.654 -4.370  0.0185
H: -1.098 6.835 3.392  0.0564
C: 6.376 3.222 -2.783  -0.6856
C: 4.174 6.280 -5.347  -0.6822
H: -1.673 2.560 -6.545  0.0558
C: -4.881 -5.126 6.472  -0.6926
H: -8.800 -0.390 1.048  0.1035
N: 6.671 -2.375 1.980  -0.1096
C: -3.625 0.404 1.425  -0.1141
C: 10.950 -4.785 4.973  -0.6856
C: -0.717 5.828 3.235  -0.6718
H: -2.754 -1.109 0.158  0.1195
C: 0.577 3.192 -1.233  -0.2192
H: -2.654 1.651 9.150  0.0916
H: 6.898 0.589 1.429  0.1165
H: -5.953 -3.974 5.013  0.0554
C: -4.941 -4.067 5.404  -0.6467
H: -0.721 5.438 5.341  0.0580
H: 5.080 2.861 1.407  0.1121
H: 5.966 -5.039 0.197  0.0930
C: -1.904 -0.751 6.825  -0.3006
H: 7.314 -0.858 3.178  0.1249
H: -5.343 -6.047 6.121  0.0568
C: -7.319 -2.520 -7.159  -0.6969
H: -0.629 3.030 0.515  0.0907
C: 5.791 -3.143 1.275  -0.1483
C: -3.146 0.161 2.724  -0.0237
H: -9.706 -1.347 3.784  0.0763
Br: 10.885 -3.040 4.118  0.6492
H: 11.897 -5.222 4.666  0.0568
C: -0.480 -1.738 4.648  0.0031
H: -7.368 -0.140 3.705  0.1072
C: 6.421 -4.258 0.781  -0.1795
H: 9.967 -6.684 4.835  0.0567
C: -7.200 0.154 -3.329  -0.6830
Br: -8.705 -2.836 -5.835  0.5916
C: -10.798 -5.614 -8.943  -0.6835
H: 5.643 -1.290 3.414  0.1251
H: -9.182 0.925 -2.889  0.0525
H: -0.759 2.713 8.103  0.0720
C: -6.866 2.309 2.201  -0.1255
H: -11.422 -5.467 -8.067  0.0539
Br: -10.605 -2.760 -8.861  0.6306
H: -0.842 -0.004 -0.402  0.1098
C: -0.803 -1.569 7.007  -0.0688
H: 5.598 -0.373 0.773  0.1037
Br: 7.783 -2.614 -1.398  0.8006
H: -7.720 -2.923 -8.087  0.0079
Br: -0.588 0.547 10.041  0.6518
Br: -9.008 -6.029 -8.300  0.6158
C: 5.212 6.534 -6.405  -0.6868
H: -1.772 2.135 6.807  0.0616
Br: -4.490 -2.318 6.125  0.8676
Br: -5.049 -2.285 -5.403  0.6432
H: -7.838 -1.679 2.900  0.1164
H: -3.542 0.198 -0.671  0.0795
Br: -0.611 -0.269 -4.190  0.6363
H: 9.376 -4.239 -7.863  0.0600
H: -0.463 -1.833 7.998  0.0780
Br: 5.154 1.789 -2.287  0.6991
H: 8.921 -1.538 -3.343  0.0487
H: 4.128 0.335 2.717  0.1088
C: 2.300 3.274 0.598  -0.2553
C: -5.571 1.555 2.332  -0.1980
H: 9.062 -2.914 -6.723  -0.0410
C: 6.810 -1.407 -3.808  -0.7017
H: 1.195 1.550 0.047  0.1064
C: -8.062 1.522 1.594  -0.1888
H: -4.253 -4.255 4.586  0.0546
H: -6.183 -4.228 -6.461  0.0500
H: 5.056 5.939 -7.298  0.0495
Br: 6.940 -2.966 -4.971  0.6515
C: -2.634 -0.252 8.057  -0.6535
H: -2.454 0.437 -5.670  0.0463
Br: 4.964 5.401 -1.572  0.6509
H: 10.323 -2.436 -9.478  0.0476
Br: 11.496 -3.376 -6.943  0.5993
H: -9.977 -4.450 -10.575  0.0506
H: -6.722 -0.804 -3.506  -0.0090
C: -1.926 1.009 8.666  -0.6907
C: -1.569 -0.910 4.430  -0.0748
H: -0.275 1.271 7.258  0.0698
O: -3.985 1.165 6.096  0.0731
C: 4.942 0.951 2.323  -0.2102
H: -9.069 -0.105 -4.331  0.0301
H: -1.188 1.052 0.931  0.0919
H: 0.895 5.773 4.685  0.0513
C: -10.790 -4.419 -9.858  -0.6838
C: -6.029 -3.211 -6.808  -0.6820
C: -1.636 1.878 -1.056  -0.1741
H: -6.680 3.192 1.583  0.1182

Properties
E_HOMO = -7.705 eV
charge = 0

# 3
C5H10 | the ωB97M-V functional and the def2-TZVPD basis

Each line ends with the Löwdin charge.
Cartesian coordinates (Å):
C: -0.984 1.282 -0.069  -0.0996
C: 2.375 -0.038 0.121  -0.0132
H: -0.553 -2.167 0.482  0.0637
H: 3.244 0.115 -0.454  0.0359
H: -0.172 0.105 1.383  0.1283
C: 1.177 0.077 -0.343  -0.2053
H: -1.847 1.432 0.632  0.0760
C: -0.170 -0.016 0.287  -0.4129
H: -1.077 -1.626 -1.017  0.0598
H: 1.289 0.341 -1.379  0.1029
H: -0.318 2.177 0.220  0.0941
H: -2.044 -1.383 0.270  0.0722
C: -0.989 -1.306 0.001  -0.0797
H: -1.280 1.270 -1.167  0.0911
H: 2.640 -0.411 1.167  0.0866

Properties
E_HOMO = -9.907 eV
relative energy (zero: lowest compared OMol25 entry of this formula, charge and spin) = 146.6 kJ/mol
charge = 0

# 4
C5H10 | the ωB97M-V functional and the def2-TZVPD basis

Each line ends with the Löwdin charge.
Cartesian coordinates (Å):
H: 1.490 1.572 -0.226  0.1088
H: 0.000 -1.363 -0.755  0.0789
H: -0.814 -1.235 -0.642  0.0908
C: 1.403 -0.685 -0.431  -0.1878
C: 1.314 -0.463 1.042  -0.1623
C: -1.852 0.094 -0.287  -0.1495
H: 0.414 -0.816 1.562  0.0842
H: 2.005 -1.231 -1.143  0.1034
H: -2.307 -0.430 0.550  0.0617
H: -0.841 1.864 -0.890  0.0699
H: 2.215 -0.489 1.661  0.0867
H: -2.312 -0.076 -1.257  0.0595
H: -0.847 1.530 0.925  0.0744
C: 1.156 0.566 -0.027  -0.1768
C: -1.025 1.163 -0.081  -0.1418

Properties
E_HOMO = -8.705 eV
relative energy (zero: lowest compared OMol25 entry of this formula, charge and spin) = 572.8 kJ/mol
charge = 0

These records have molecular weight values of 1172.7; 2780.1; 70.1; 70.1 g/mol, in the order they appear.
These records have calculated total energy values of -233707.8329; -1751313.6866; -5345.7463; -5341.3298 eV, in the order they appear.
These records have gap between HOMO and LUMO values of 7.2461; 6.9275; 11.0987; 9.8812 eV, in the order they appear.